(1)
Entry from OMol25: an isolated molecule of C5H8O (wB97M-V/def2-TZVPD).

XYZ file:
```
14
C5H8O | OMol25 | wB97M-V/def2-TZVPD
O 2.673 -0.476 0.581
C 1.731 0.486 0.367
C 0.458 0.230 0.093
C -0.316 -1.033 -0.260
C -1.589 -0.145 -0.347
C -0.747 1.126 -0.054
H 2.191 -1.309 0.654
H 2.127 1.497 0.424
H -0.014 -1.461 -1.225
H -0.363 -1.851 0.471
H -2.082 -0.138 -1.322
H -2.323 -0.366 0.432
H -0.689 1.840 -0.881
H -1.041 1.662 0.856
```

Values from the calculation:
HOMO level: -8.39 eV
lowest unoccupied orbital energy: 0.92 eV
E: -270.49748 Ha
M: 84.12 g/mol



(2)
Entry from OMol25: a 6-piece molecular cluster, C21H57Cl2N5O5 overall (wB97M-V/def2-TZVPD).

XYZ file:
```
90
C21H57Cl2N5O5 | OMol25 | wB97M-V/def2-TZVPD
C -2.254 1.086 0.675
O -1.232 1.519 -0.182
C -1.242 2.949 -0.285
C 0.030 3.413 -0.956
C 1.287 3.109 -0.169
N -0.029 4.879 -1.160
H -2.185 1.519 1.679
H -2.234 0.008 0.859
H -3.235 1.259 0.220
H -2.101 3.249 -0.903
H -1.370 3.378 0.715
H 0.161 3.004 -1.958
H 1.514 2.038 -0.178
H 1.196 3.450 0.865
H 2.182 3.533 -0.627
H -0.870 5.152 -1.655
H -0.047 5.353 -0.263
C -6.141 -3.395 0.431
O -5.496 -3.157 -0.813
C -4.483 -2.184 -0.718
C -4.210 -1.513 -2.065
C -3.859 -2.498 -3.157
N -3.105 -0.547 -1.942
H -6.567 -4.397 0.370
H -6.980 -2.701 0.540
H -5.451 -3.343 1.274
H -4.748 -1.373 -0.029
H -3.547 -2.676 -0.412
H -5.118 -0.964 -2.335
H -2.938 -3.035 -2.892
H -3.671 -2.098 -4.152
H -4.622 -3.276 -3.243
H -3.403 0.269 -1.426
H -2.368 -0.997 -1.405
C 2.708 -4.606 2.503
O 2.799 -3.906 3.736
C 1.899 -2.845 3.863
C 0.434 -3.224 3.765
C -0.499 -2.103 4.208
N 0.099 -4.387 4.621
H 3.603 -5.219 2.401
H 2.790 -3.904 1.666
H 1.811 -5.224 2.506
H 2.084 -2.349 4.824
H 2.124 -2.021 3.162
H 0.146 -3.536 2.761
H -0.580 -2.096 5.297
H -1.513 -2.301 3.856
H -0.222 -1.113 3.838
H 0.805 -5.101 4.490
H 0.093 -4.106 5.595
C 1.433 1.470 3.377
O 2.167 0.679 2.455
C 3.514 0.388 2.807
C 4.310 1.642 3.126
C 4.454 2.539 1.887
N 5.633 1.236 3.644
H 1.594 1.072 4.384
H 0.392 1.361 3.074
H 1.694 2.529 3.323
H 3.540 -0.301 3.662
H 3.925 -0.123 1.935
H 3.875 2.233 3.935
H 4.863 3.498 2.218
H 3.503 2.772 1.409
H 5.141 2.052 1.195
H 5.997 0.493 3.045
H 6.312 1.974 3.474
C 2.038 2.613 -6.547
O 0.916 1.820 -6.265
C 0.780 1.585 -4.884
C -0.501 0.824 -4.635
C -1.712 1.653 -5.072
N -0.605 0.429 -3.230
H 2.085 2.781 -7.624
H 2.987 2.133 -6.280
H 1.956 3.593 -6.063
H 1.689 1.108 -4.489
H 0.734 2.534 -4.315
H -0.504 -0.048 -5.296
H -2.615 1.102 -4.787
H -1.736 1.864 -6.141
H -1.846 2.613 -4.557
H -1.599 0.319 -2.993
H -0.344 1.219 -2.643
Cl -0.299 -2.469 0.178
C 0.863 -1.189 -0.205
Cl 2.493 -1.823 -0.461
H 0.507 -0.643 -1.076
H 0.921 -0.506 0.638
```

Values from the calculation:
HOMO level: -9.06 eV
lowest unoccupied orbital energy: 0.44 eV
E: -2404.57225 Ha
M: 530.62 g/mol



(3)
Entry from OMol25: a 3-piece molecular cluster, C4H13NO3 overall (wB97M-V/def2-TZVPD).

XYZ file:
```
21
C4H13NO3 | OMol25 | wB97M-V/def2-TZVPD
C -1.170 1.353 0.918
N -1.133 -0.104 0.746
C 0.288 -0.619 0.884
C -1.657 -0.490 -0.564
C -2.676 -1.598 -0.390
O -2.538 -2.609 -1.045
H -1.097 2.007 0.041
H -2.137 1.552 1.402
H -0.431 1.726 1.647
H 0.326 -0.608 1.986
H 0.900 0.236 0.620
H 0.334 -1.621 0.480
H -0.945 -0.788 -1.338
H -2.231 0.322 -1.074
H -3.407 -1.523 0.421
O 2.641 1.869 -1.508
H 2.599 1.503 -0.612
H 2.269 1.140 -2.033
O 3.382 -0.370 0.123
H 3.999 -1.047 -0.178
H 2.686 -0.331 -0.528
```

Values from the calculation:
HOMO level: -9.10 eV
lowest unoccupied orbital energy: 0.39 eV
E: -440.60246 Ha
M: 123.15 g/mol